(i)
4 unconnected molecules or ions with the total composition C3H6N2S2. Source: the OMol25 dataset; level of theory: wB97M-V/def2-TZVPD.

The geometry in XYZ format:
```
13
Properties=species:S:1:pos:R:3:lowdin_charge:R:1
C -0.54020 -1.88284 0.86290 -0.246
C -0.67154 -0.88408 -0.43664 -0.830
C 0.14420 1.28215 -1.12447 -0.355
H 0.03924 -2.84501 0.20934 0.105
H -1.69371 -2.34247 1.67012 0.165
H 0.45154 -1.11377 1.78651 0.049
H 1.49359 1.80934 1.79446 0.152
H -0.78820 1.35450 -1.60334 0.009
H 0.50090 2.98590 -1.27670 0.056
N 0.42907 0.04999 -0.38982 -0.514
N 0.93157 2.18250 -0.85168 0.083
S -1.96991 -0.48569 -1.43594 0.636
S 1.67345 -0.11051 0.79526 0.692
```

Calculated values
Highest occupied orbital energy (eV): -8.31
Spin multiplicity: 1
Kohn-Sham gap (Ha): 0.2301

***

(ii)
C3H6N2S2 in the gas phase. Source: the OMol25 dataset; level of theory: wB97M-V/def2-TZVPD.

The geometry in XYZ format:
```
13
Properties=species:S:1:pos:R:3:lowdin_charge:R:1
C -0.73653 -0.16272 0.70812 -0.949
C 0.28594 0.90911 -1.26021 -0.127
C 0.26722 -0.55582 -1.52158 -0.148
H 1.60150 -0.81691 1.02818 0.040
H -1.24315 -0.07675 2.69232 0.182
H 1.18525 1.68283 -1.15893 0.152
H -0.61082 1.47648 -1.38324 0.072
H -0.63017 -0.78651 -2.12563 0.129
H 1.17680 -1.09001 -1.48748 0.104
N -0.39434 -0.33895 1.95062 -0.552
N 0.30564 -0.08109 -0.26014 -0.244
S 1.11566 -0.29213 2.42745 0.710
S -2.32300 0.13247 0.39052 0.630
```

Calculated values
Highest occupied orbital energy (eV): -8.02
Spin multiplicity: 1
Kohn-Sham gap (Ha): 0.3062
SMILES: S=C(NS)N1CC1

***

The computed energies, referenced to the most stable structure and given in hartree, are (i) 0.1785; (ii) 0.0000.

***

(i)
C3H6N2S2 in the gas phase. Source: the OMol25 dataset; level of theory: wB97M-V/def2-TZVPD.

The geometry in XYZ format:
```
13
Properties=species:S:1:pos:R:3:lowdin_charge:R:1
C 1.81012 0.94675 -0.25910 -0.146
C -0.26064 -0.09556 -0.42716 -0.520
C -1.41107 -0.43689 -1.26695 -0.604
H 1.48484 1.81479 0.46265 0.122
H 2.56864 1.35013 -0.90957 0.066
H 2.22746 0.23915 0.42234 0.062
H 0.40114 0.12471 1.53466 0.052
H -2.19399 -1.33519 1.96140 -0.134
H -1.10662 -0.43625 -2.32245 0.061
N 0.69279 0.50922 -1.02940 0.029
N -0.34136 -0.30609 0.98519 -0.384
S -0.89894 -1.76447 1.70469 0.700
S -2.97237 -0.61029 -0.85629 0.694
```

Calculated values
Highest occupied orbital energy (eV): -8.84
Spin multiplicity: 1
Kohn-Sham gap (Ha): 0.2908
SMILES: C/N=C(/C=S)NS

***

(ii)
2 unconnected molecules or ions with the total composition C3H6N2S2. Source: the OMol25 dataset; level of theory: wB97M-V/def2-TZVPD.

The geometry in XYZ format:
```
13
Properties=species:S:1:pos:R:3:lowdin_charge:R:1
C 0.41726 0.22652 0.17044 -0.355
C 3.25802 0.38662 -0.39791 -0.967
C -1.06119 0.18542 0.31025 -0.126
N 2.86378 0.97785 -1.35773 0.116
N 1.01177 -0.80683 -0.21935 -0.471
S 0.25298 -2.24369 -0.25978 0.813
S 4.02313 -0.11000 0.84038 0.730
H 0.87572 1.20876 0.15992 0.097
H -1.55956 1.17168 0.16900 0.087
H -1.36550 -0.29114 1.22870 0.061
H -1.36386 -0.72726 -0.39528 0.045
H 1.36048 -2.84693 -0.64683 -0.133
H 2.56720 0.73816 -2.29793 0.101
```

Calculated values
Highest occupied orbital energy (eV): -8.90
Spin multiplicity: 1
Kohn-Sham gap (Ha): 0.3540
SMILES: C/C=N\S.N=C=S

***

(iii)
C3H6N2S2 in the gas phase. Source: the OMol25 dataset; level of theory: wB97M-V/def2-TZVPD.

The geometry in XYZ format:
```
13
Properties=species:S:1:pos:R:3:lowdin_charge:R:1
C -0.35419 -1.11021 0.48761 -0.205
C -0.23573 1.09691 -0.47569 -0.303
C 2.13345 0.69434 0.00652 -0.750
H 0.08132 -0.76139 1.43782 0.102
H 0.32933 -1.69843 -0.17731 0.004
H -1.23382 -1.88561 0.66324 0.106
H -2.98938 -0.00976 0.70389 -0.044
H -0.64471 1.78544 -1.42945 0.185
H 3.14611 1.18427 0.40812 0.092
N -0.88265 0.00796 -0.19064 -0.551
N 0.96026 1.40651 0.07389 -0.036
S -2.54362 -0.02653 -0.68010 0.793
S 2.23360 -0.68352 -0.82790 0.606
```

Calculated values
Highest occupied orbital energy (eV): -7.89
Spin multiplicity: 1
Kohn-Sham gap (Ha): 0.2935
SMILES: CN(S)/C=N\C=S

***

The computed energies, referenced to the most stable structure and given in hartree, are (i) 0.0000; (ii) 0.0132; (iii) 0.0550.

***

(i)
2 unconnected molecules or ions with the total composition C2H3F2I. Source: the OMol25 dataset; level of theory: wB97M-V/def2-TZVPD.

The geometry in XYZ format:
```
8
Properties=species:S:1:pos:R:3:lowdin_charge:R:1
C -1.46937 0.60289 0.10906 0.081
C 1.21057 -0.63129 -0.11519 -0.892
F 1.40107 -1.45387 -1.19642 -0.053
F 1.05515 -1.45757 0.90771 0.000
I 2.52892 0.92866 -0.03869 0.902
H -1.86782 0.52958 -0.80941 -0.067
H -1.56455 -0.20118 0.87655 0.020
H -1.29397 1.68279 0.26637 0.008
```

Calculated values
Highest occupied orbital energy (spin up / spin down) (eV): -9.00 / -8.80
Spin multiplicity: 1
Kohn-Sham gap (spin up / spin down) (Ha): 0.3082 / 0.3230

***

(ii)
C2H3F2I in the gas phase. Source: the OMol25 dataset; level of theory: wB97M-V/def2-TZVPD.

The geometry in XYZ format:
```
8
Properties=species:S:1:pos:R:3:lowdin_charge:R:1
C 0.13759 0.37426 0.28828 -0.253
C -0.87647 -0.59961 -0.45811 -0.676
F 0.27331 1.61392 -0.37033 -0.083
F -0.69694 -1.91556 -0.11280 -0.068
I -2.97485 0.13262 -0.00566 0.696
H 1.21985 -0.10057 0.15874 0.157
H -0.32934 0.37685 1.32910 0.105
H -0.64906 -0.41245 -1.60158 0.123
```

Calculated values
Highest occupied orbital energy (eV): -9.95
Spin multiplicity: 1
Kohn-Sham gap (Ha): 0.3628
SMILES: FC[C@@H](F)I

***

The computed energies, referenced to the most stable structure and given in hartree, are (i) 0.1156; (ii) 0.0000.

***

(i)
C4H5N in the gas phase. Source: the OMol25 dataset; level of theory: wB97M-V/def2-TZVPD.

The geometry in XYZ format:
```
10
Properties=species:S:1:pos:R:3:lowdin_charge:R:1
C 0.95532 0.89014 1.07378 -0.196
C -0.31044 0.29876 0.57948 -0.252
C -0.15583 -0.99606 -0.16092 -0.132
C -0.27417 0.23154 -0.94188 -0.141
H -1.15444 0.63742 1.13595 0.124
H -1.12426 -1.46108 -0.14605 0.102
H 0.76627 -1.62115 -0.02374 0.138
H 0.51173 0.68521 -1.51553 0.102
H -1.20687 0.22840 -1.56303 0.120
N 1.99269 1.10683 1.56194 0.134
```

Calculated values
Highest occupied orbital energy (eV): -10.76
Spin multiplicity: 1
Kohn-Sham gap (Ha): 0.4306
SMILES: N#CC1CC1

***

(ii)
2 unconnected molecules or ions with the total composition C4H5N. Source: the OMol25 dataset; level of theory: wB97M-V/def2-TZVPD.

The geometry in XYZ format:
```
10
Properties=species:S:1:pos:R:3:lowdin_charge:R:1
C 2.80221 0.46249 -0.12015 -0.131
C 1.72266 -0.07685 -0.03765 -0.028
C -1.21812 0.04061 0.42172 -0.412
C -0.83179 -1.12668 -0.26737 0.077
N -1.63661 1.02997 -0.23008 0.121
H 3.73536 0.93748 -0.54611 0.029
H -1.14377 0.08138 1.51611 0.110
H -0.69122 -2.06010 0.46715 0.116
H -0.76605 -1.12508 -1.39280 0.090
H -1.97266 1.83678 0.18917 0.029
```

Calculated values
Highest occupied orbital energy (spin up / spin down) (eV): -10.15 / -9.43
Spin multiplicity: 1
Kohn-Sham gap (spin up / spin down) (Ha): 0.3188 / 0.2645

***

The computed energies, referenced to the most stable structure and given in hartree, are (i) 0.0000; (ii) 0.2235.

***

(i)
C4H5N in the gas phase. Source: the OMol25 dataset; level of theory: wB97M-V/def2-TZVPD.

The geometry in XYZ format:
```
10
Properties=species:S:1:pos:R:3:lowdin_charge:R:1
N 0.52344 0.99840 0.03402 -0.060
C 1.45241 -0.27128 0.10519 -0.067
C 0.49206 -1.19628 0.40307 -0.209
C -0.86962 -0.70877 0.33972 -0.102
C -0.86294 0.61666 0.10538 -0.123
H 0.79527 1.74093 -0.60617 0.149
H 1.06160 1.11828 0.92580 0.136
H 0.74565 -2.22237 0.63770 0.072
H -1.76138 -1.31281 0.47723 0.101
H -1.66523 1.33756 0.01096 0.102
```

Calculated values
Highest occupied orbital energy (eV): -8.51
Spin multiplicity: 1
Kohn-Sham gap (Ha): 0.3426

***

(ii)
C4H5N in the gas phase. Source: the OMol25 dataset; level of theory: wB97M-V/def2-TZVPD.

The geometry in XYZ format:
```
10
Properties=species:S:1:pos:R:3:lowdin_charge:R:1
C -0.79126 -2.17322 0.09159 0.114
C -0.58996 -0.99687 0.25648 -0.104
C -0.36489 0.42373 0.42407 -0.341
C 0.96527 0.98782 0.07237 -0.149
N -0.19293 1.26937 -0.76216 0.019
H -0.96788 -3.21614 -0.05503 0.024
H -0.94091 0.89361 1.21764 0.134
H 1.71887 0.28970 -0.28580 0.109
H 1.34526 1.83642 0.63546 0.100
H -0.18158 0.68558 -1.59462 0.095
```

Calculated values
Highest occupied orbital energy (eV): -9.43
Spin multiplicity: 1
Kohn-Sham gap (Ha): 0.3887
SMILES: C#C[C@H]1CN1

***

The computed energies, referenced to the most stable structure and given in hartree, are (i) 0.0299; (ii) 0.0000.

***

(i)
C2H5ClN2 in the gas phase. Source: the OMol25 dataset; level of theory: wB97M-V/def2-TZVPD.

The geometry in XYZ format:
```
10
Properties=species:S:1:pos:R:3:lowdin_charge:R:1
C 0.75430 -0.78940 0.00763 -0.268
C -1.15648 0.74669 0.07474 -0.148
N 1.47388 0.13928 0.39895 -0.407
N -0.80210 -0.66771 0.15323 -0.047
Cl 3.17519 0.06312 0.01899 0.528
H 1.19855 -1.66647 -0.36863 0.085
H -0.65316 1.11533 -0.75505 0.040
H -2.26964 0.96196 0.14126 0.104
H -0.58581 1.22926 0.91853 0.084
H -1.13472 -1.13206 -0.58964 0.028
```

Calculated values
Highest occupied orbital energy (eV): -9.60
Spin multiplicity: 1
Kohn-Sham gap (Ha): 0.3819
SMILES: CN/C=N/Cl

***

(ii)
2 unconnected molecules or ions with the total composition C2H5ClN2. Source: the OMol25 dataset; level of theory: wB97M-V/def2-TZVPD.

The geometry in XYZ format:
```
10
Properties=species:S:1:pos:R:3:lowdin_charge:R:1
C -1.22593 -0.41670 -0.26410 -0.180
C -0.03840 -0.67971 0.63057 -0.724
N 1.73354 1.02020 -0.27346 -0.096
N 0.72234 1.28256 0.27862 -0.002
Cl 1.23142 -1.57042 0.05280 0.709
H -1.77457 0.49287 0.02177 0.073
H -1.92676 -1.32120 -0.22342 0.099
H -0.76715 -0.25257 -1.19184 0.030
H -0.07515 -0.41221 1.64003 0.040
H 2.12067 1.85717 -0.67097 0.052
```

Calculated values
Highest occupied orbital energy (spin up / spin down) (eV): -7.81 / -7.81
Spin multiplicity: 1
Kohn-Sham gap (spin up / spin down) (Ha): 0.3251 / 0.3250

***

The computed energies, referenced to the most stable structure and given in hartree, are (i) 0.0000; (ii) 0.0402.